C46H69ClN2O35S7 | ωB97M-V/def2-TZVPD

The geometry in XYZ format:
```
160
Properties=species:S:1:pos:R:3:forces:R:3
C 3.7137 4.2040 -4.1122 0.27 0.26 0.36
C 5.1187 4.0360 -4.7458 -0.56 0.12 -0.75
C 5.3996 2.6076 -5.2818 -0.25 0.32 0.59
C 6.1307 1.6587 -4.2755 -0.98 -0.50 -0.61
C 5.0458 0.9720 -3.4267 1.54 0.54 -0.26
N 4.4335 -0.0428 -4.0019 -0.28 0.95 1.94
C 3.4607 -0.5530 -3.1894 -0.89 -1.38 -0.82
C 2.6727 -1.6474 -3.6894 0.08 -0.25 -0.38
Cl 3.0256 -2.3040 -5.2833 0.00 0.37 0.60
C 1.6432 -2.2181 -2.9795 0.58 0.41 0.08
O 0.9066 -3.2316 -3.5344 -0.32 1.04 0.53
C -0.3965 -2.7145 -3.8752 -0.78 -0.39 -0.48
C -0.6197 -2.5409 -5.4024 -0.68 -1.41 0.34
O -1.5368 -1.4840 -5.6264 0.94 0.06 -0.27
C -0.9454 -0.3191 -6.1771 -0.61 1.37 -0.50
C -0.8675 0.8683 -5.1975 0.64 -0.49 -0.07
C 1.3394 -1.7034 -1.6652 0.66 -0.51 -1.27
O 0.2559 -2.3108 -1.0394 0.44 0.41 0.66
C 0.5393 -2.9020 0.1804 -0.04 -0.16 1.29
O 1.4845 -3.6083 0.3779 0.12 0.26 -0.45
C -0.4493 -2.5531 1.2660 -0.34 -0.05 -1.10
C -0.1137 -2.5645 2.6228 -0.31 0.10 0.13
C -1.0847 -2.1899 3.5486 -1.44 0.49 -0.22
C -2.4078 -1.7998 3.1311 1.01 -0.38 -0.57
C -2.7146 -1.8000 1.7656 0.68 -0.23 0.51
C -1.7245 -2.1848 0.8561 -0.84 0.42 -0.15
C 2.0627 -0.6638 -1.1399 -0.06 0.25 0.54
C 1.7362 -0.0771 0.2251 -0.66 -0.16 0.47
C 0.3300 0.6195 0.3262 0.35 0.21 -0.86
C -0.3836 0.8694 -1.0227 -0.89 0.21 0.47
C -1.6159 1.7560 -0.7274 1.31 -0.98 0.50
O -2.2995 2.0138 -1.9578 -0.13 1.07 0.25
C -3.3477 2.8881 -1.7734 -0.11 -0.97 -0.03
O -4.3678 2.5181 -1.2774 -0.08 0.48 0.03
C 3.1381 -0.0806 -1.9064 -0.25 -0.03 0.49
N 3.8329 0.9493 -1.3384 0.21 -0.03 -1.18
C 4.7777 1.4736 -2.0922 -0.09 0.03 0.10
C 5.5418 2.6499 -1.4805 -0.86 -1.16 0.51
C 6.6036 2.1857 -0.4400 0.15 1.08 0.30
O 6.1837 1.0767 0.3352 0.87 -0.03 -0.63
C 6.9385 -0.1078 0.0738 -1.02 -0.92 -0.34
C 5.9326 -1.2924 0.1098 0.31 0.93 0.14
H 3.7184 5.0894 -3.4567 -0.17 -0.30 -0.16
H 2.9313 4.3736 -4.8655 0.30 -0.17 0.07
H 3.4001 3.3415 -3.5048 0.19 0.21 -0.13
H 5.9032 4.4086 -4.0741 -0.12 -0.29 -0.11
H 5.1320 4.7080 -5.6229 0.14 -0.10 0.37
H 5.9037 2.6717 -6.2558 0.12 -0.16 0.40
H 4.4110 2.1488 -5.4568 0.41 0.06 -0.29
H 6.8843 2.1601 -3.6601 -0.15 -0.05 -0.25
H 6.5995 0.8608 -4.8725 0.00 0.24 0.34
H -1.1300 -3.4440 -3.4931 0.25 0.25 -0.08
H -0.6436 -1.7501 -3.4078 0.45 -0.23 0.06
H 0.3120 -2.4798 -5.9786 -0.13 0.39 0.33
H -1.1262 -3.4720 -5.7399 0.39 0.67 0.01
H -1.5952 -0.0035 -7.0154 0.19 -0.21 0.25
H 0.0536 -0.4704 -6.6159 -0.24 -0.41 0.26
H -1.8322 1.0542 -4.7112 0.30 -0.01 -0.07
H -0.5238 1.7612 -5.7463 -0.32 -0.23 0.13
H -0.0792 0.6686 -4.4502 -0.46 0.07 0.03
H 0.8949 -2.8307 2.9422 -0.30 0.01 -0.14
H -0.8830 -2.1743 4.6193 0.10 -0.04 -0.35
H -3.2057 -1.5112 3.8128 0.50 -0.15 0.17
H -3.7010 -1.5017 1.4072 0.26 -0.13 0.19
H -1.9919 -2.1445 -0.2027 0.35 -0.14 0.26
H 1.7430 -0.8754 0.9876 0.15 0.17 -0.32
H 2.4850 0.6475 0.5575 0.04 -0.33 -0.46
H -0.3468 0.0152 0.9427 0.22 0.34 0.04
H 0.4868 1.6094 0.7858 -0.13 -0.42 0.13
H 0.2355 1.3681 -1.7812 0.01 -0.23 0.24
H -0.7769 -0.0820 -1.4144 0.32 0.30 -0.13
H -2.2282 1.2060 0.0080 -0.25 0.32 -0.41
H -1.2520 2.6735 -0.2312 -0.36 0.01 -0.40
H -3.1773 3.9153 -2.1472 0.09 -0.32 -0.01
H 4.7852 3.2124 -0.9127 0.21 -0.14 -0.27
H 5.9495 3.3281 -2.2191 0.09 -0.35 0.09
H 6.7375 3.0272 0.2648 -0.01 -0.21 -0.31
H 7.5982 2.0380 -0.8966 -0.40 -0.27 0.01
H 7.7510 -0.2409 0.8081 -0.23 0.18 -0.18
H 7.3575 -0.0952 -0.9483 0.13 0.25 0.42
H 6.4623 -2.2297 0.3193 -0.38 0.11 -0.11
H 5.3888 -1.3186 -0.8446 0.26 -0.29 0.24
H 5.1794 -1.0480 0.8733 0.31 -0.41 -0.01
C 7.6536 8.2446 -1.5534 0.39 -0.15 -0.30
C 7.1343 8.3612 -2.9691 -0.27 0.53 0.09
O 6.4326 7.1306 -3.1988 0.17 -0.33 0.34
S 5.7774 6.6286 -1.8231 0.45 0.54 -0.08
O 4.4172 7.0277 -1.7917 -0.09 -0.26 0.17
O 6.1738 5.2800 -1.6071 -0.12 0.59 -0.01
O 6.6041 7.5790 -0.8317 -0.38 -0.01 -0.31
H 8.5460 7.6225 -1.5083 0.00 0.05 0.00
H 7.8664 9.2103 -1.1084 -0.17 -0.08 0.16
H 7.9316 8.4905 -3.6959 -0.06 -0.27 -0.08
H 6.4192 9.1815 -3.0660 0.04 0.01 0.00
C 10.3996 7.2338 2.8140 0.23 0.03 0.49
C 9.3926 8.3543 2.9589 -0.48 -0.30 -0.15
O 9.9728 9.4546 2.2466 0.43 -0.16 -0.04
S 10.8307 8.8961 1.0111 -0.13 -0.23 0.52
O 10.0301 8.9628 -0.1622 0.38 0.08 -0.03
O 12.1278 9.4579 1.0727 -0.06 0.18 -0.22
O 10.8996 7.3620 1.4773 -0.34 0.28 -0.19
H 11.2362 7.3575 3.5048 -0.03 0.00 0.01
H 9.9525 6.2538 2.9603 0.04 -0.03 -0.26
H 9.2117 8.6225 3.9963 0.13 0.24 -0.07
H 8.4442 8.1010 2.4790 0.00 -0.04 0.05
C -1.1376 -5.1782 7.3720 0.45 0.24 0.04
C -1.7797 -4.6979 8.6564 -0.19 -0.47 0.18
O -2.6002 -3.5951 8.2590 0.25 0.08 -0.41
S -3.1619 -3.8548 6.7750 0.19 -0.19 0.26
O -4.4710 -4.3882 6.8715 -0.04 0.06 -0.22
O -2.8605 -2.7209 5.9803 -0.23 0.04 0.18
O -2.1599 -5.0488 6.3794 -0.30 0.04 0.28
H -0.2987 -4.5404 7.0841 0.01 -0.02 0.04
H -0.8005 -6.2099 7.4373 -0.18 -0.04 -0.17
H -1.0484 -4.3837 9.3966 -0.09 0.25 -0.05
H -2.4270 -5.4647 9.0885 0.06 -0.03 0.00
C -7.8712 -1.8382 0.7521 -0.41 0.26 -0.07
C -7.2674 -0.4645 0.9546 0.45 -0.10 -0.37
O -7.3419 -0.2493 2.3681 -0.39 -0.23 0.28
S -7.1776 -1.6607 3.1285 0.04 -0.10 -0.89
O -5.8291 -1.7982 3.5413 -0.03 -0.07 0.31
O -8.2659 -1.8052 4.0331 0.23 0.05 0.07
O -7.4202 -2.6178 1.8709 0.33 3.28 -1.08
H -8.9627 -1.8000 0.7828 0.01 0.00 -0.03
H -7.5517 -2.2977 -0.1802 0.12 -0.17 0.16
H -7.8048 0.3141 0.4194 -0.05 0.10 0.25
H -6.2151 -0.4439 0.6613 -0.03 0.02 -0.06
C -2.9851 -7.4284 -4.2519 0.44 -0.28 0.09
C -2.4867 -6.0460 -3.8893 -0.38 0.16 0.36
O -2.1585 -5.4384 -5.1439 -0.05 -0.56 -0.21
S -3.1563 -5.9919 -6.2805 0.02 -0.12 0.38
O -4.2070 -5.0577 -6.4571 -0.03 -0.06 -0.21
O -2.3778 -6.4745 -7.3608 -0.01 0.19 -0.11
O -3.7355 -7.2456 -5.4558 -0.03 0.43 0.05
H -2.1556 -8.1060 -4.4659 0.01 0.02 0.04
H -3.6126 -7.8593 -3.4755 -0.18 0.03 -0.16
H -1.6161 -6.0733 -3.2383 0.14 0.10 -0.22
H -3.2730 -5.4500 -3.4192 0.01 -0.05 0.03
C -9.8779 0.1604 5.7321 -0.42 -0.33 -0.19
C -9.6196 1.3529 4.8406 0.56 -0.10 -0.05
O -10.1658 2.4667 5.5602 -0.29 -0.20 0.29
S -10.0032 2.2116 7.1391 0.10 -0.38 -0.40
O -8.8447 2.8936 7.5926 -0.11 0.05 0.23
O -11.2706 2.3861 7.7513 0.05 0.23 0.07
O -9.6676 0.6446 7.0672 0.16 0.50 -0.12
H -10.9138 -0.1782 5.6519 0.00 0.03 -0.02
H -9.2102 -0.6671 5.5160 0.03 0.13 0.29
H -10.0921 1.2562 3.8668 -0.16 0.19 0.09
H -8.5488 1.5255 4.7080 -0.01 -0.06 -0.04
C -8.1145 -7.5941 3.7030 0.45 -0.08 0.27
C -8.9263 -6.8818 4.7638 -0.46 -0.28 -0.04
O -8.7781 -5.4918 4.4606 0.34 -0.03 -0.29
S -8.6340 -5.3033 2.8724 0.14 -0.48 0.51
O -9.9032 -4.9591 2.3370 0.13 0.13 -0.24
O -7.4785 -4.5263 2.6130 -0.30 -2.76 1.07
O -8.3352 -6.8429 2.5046 -0.41 0.20 0.12
H -7.0471 -7.5651 3.9328 -0.02 -0.01 0.04
H -8.4269 -8.6267 3.5665 -0.08 0.08 -0.22
H -8.5753 -7.0926 5.7706 0.09 0.26 0.00
H -9.9867 -7.1347 4.6885 0.03 -0.06 0.02
```
Positions in Å, forces in eV/Å.

Multiplicity: 1
DFT total energy in eV: -211823.62463
Frontier orbital gap in eV: 8.433

Results of the Mulliken charge analysis, in e, for atoms 1 through 8: C -0.682; C -0.171; C -0.814; C -0.898; C 0.604; N -0.603; C 0.488; C 1.103

C46H69FIrN2O2P2SbSi | ωB97M-V/def2-TZVPD

The geometry in XYZ format:
```
125
Properties=species:S:1:pos:R:3:forces:R:3
Ir 1.0453 -0.0315 0.7250 -0.19 -0.30 0.17
C 4.4910 0.3438 4.1313 -0.01 0.00 0.00
C 3.1008 0.1001 3.5284 0.01 -0.06 0.03
C 2.4909 -1.1620 4.1553 -0.03 0.02 -0.01
P 3.0642 0.1236 1.7020 0.05 0.19 -0.07
C 4.3763 -0.9825 1.0229 0.03 0.01 0.01
C 5.7390 -0.3013 0.8741 -0.01 0.01 -0.01
C 4.5099 -2.2873 1.8141 0.01 -0.02 -0.02
C 3.4656 1.7921 1.0914 0.05 -0.02 0.08
C 4.1577 2.8377 1.6900 -0.02 -0.04 -0.02
C 4.3619 4.0192 0.9925 0.00 0.00 -0.02
C 3.8620 4.1708 -0.2943 0.04 -0.01 0.01
C 3.1464 3.1501 -0.8937 0.01 -0.03 -0.02
C 2.9588 1.9618 -0.1996 0.03 0.03 0.01
N 2.2022 0.8537 -0.6786 -0.02 -0.06 -0.15
C 2.6552 0.1967 -1.8356 -0.04 -0.03 0.06
C 3.5329 0.7875 -2.7590 0.02 0.01 -0.02
C 3.9499 0.0900 -3.8763 -0.02 -0.02 0.01
C 3.5227 -1.2123 -4.0972 0.01 0.03 0.02
C 2.6896 -1.8198 -3.1699 -0.01 -0.03 -0.03
C 2.2668 -1.1450 -2.0337 -0.05 0.07 0.03
P 1.1630 -1.8419 -0.7731 -0.01 0.03 -0.11
C 1.8798 -3.4360 -0.1783 0.01 0.00 0.03
C 1.0973 -3.8935 1.0581 -0.03 0.02 -0.02
C 2.1024 -4.6243 -1.1181 -0.02 0.03 -0.03
C -0.4296 -2.0769 -1.6990 0.04 -0.13 0.11
C -0.5939 -3.4265 -2.3904 -0.05 -0.01 0.02
C -0.6411 -0.9405 -2.6993 0.02 0.05 0.03
H 4.3704 0.5929 5.1867 0.00 0.00 0.00
H 5.0520 1.1470 3.6639 0.01 0.04 -0.01
H 5.0998 -0.5584 4.0806 0.00 0.03 0.01
H 2.4551 0.9482 3.7640 0.00 0.04 0.00
H 3.2038 -1.9838 4.1538 0.01 0.00 0.01
H 1.5788 -1.4792 3.6566 0.02 0.00 0.02
H 2.2485 -0.9451 5.1971 0.01 0.00 0.00
H 4.0097 -1.2180 0.0194 0.01 0.02 -0.02
H 6.1765 -0.0651 1.8446 0.00 0.02 0.00
H 5.6822 0.6163 0.2902 0.00 -0.01 -0.01
H 6.4196 -0.9839 0.3624 0.00 -0.01 0.02
H 5.0697 -2.1274 2.7345 -0.01 -0.02 -0.02
H 5.0684 -3.0126 1.2195 0.00 0.00 0.00
H 3.5508 -2.7312 2.0785 0.00 -0.02 -0.02
H 4.5269 2.7568 2.7006 0.02 -0.02 0.02
H 4.8966 4.8322 1.4648 0.00 0.00 0.00
H 3.9921 5.1077 -0.8190 0.00 0.00 0.00
H 2.6690 3.3029 -1.8517 0.01 0.01 0.01
H 3.8991 1.7889 -2.6124 0.01 0.00 0.01
H 4.6161 0.5706 -4.5799 0.00 0.00 0.00
H 3.8444 -1.7551 -4.9754 0.00 0.01 0.00
H 2.3626 -2.8330 -3.3492 -0.01 -0.01 0.02
H 2.8676 -3.1014 0.1439 0.00 0.00 0.03
H 0.0582 -4.1210 0.8027 0.01 -0.01 0.01
H 1.0869 -3.1389 1.8429 -0.01 0.02 0.01
H 1.5436 -4.8084 1.4520 0.00 0.01 0.01
H 1.1825 -5.1722 -1.3017 -0.01 -0.01 -0.01
H 2.7944 -5.3093 -0.6245 -0.01 -0.01 0.00
H 2.5431 -4.3656 -2.0768 0.04 0.05 0.00
H -1.1969 -1.9850 -0.9307 -0.04 -0.01 0.00
H 0.2033 -3.6371 -3.1052 0.00 0.00 -0.01
H -1.5341 -3.4052 -2.9470 0.01 0.00 0.00
H -0.6586 -4.2484 -1.6797 0.00 -0.02 -0.01
H -0.0457 -1.0923 -3.6011 0.03 -0.01 0.00
H -0.4070 0.0391 -2.2864 0.00 0.00 0.00
H -1.6963 -0.9321 -2.9797 0.06 0.00 0.00
C 1.2741 3.0748 4.3943 0.03 -0.01 0.03
Si -0.0281 2.1618 3.3521 0.03 0.02 -0.08
C -0.5647 0.7499 4.4521 -0.08 -0.08 -0.13
C -1.5378 3.2558 3.1833 -0.01 -0.02 0.04
N 0.5246 1.7521 1.7148 0.04 0.05 0.04
C 0.4483 2.8742 0.8609 -0.06 -0.01 0.03
C 0.9184 4.1438 1.2262 -0.02 0.02 0.01
C 0.8208 5.2439 0.3909 -0.03 0.02 0.01
C 0.2561 5.1253 -0.8699 0.00 0.03 -0.01
C -0.2338 3.8912 -1.2707 0.00 0.01 0.03
C -0.1388 2.8202 -0.4094 -0.06 -0.03 0.03
F -0.6759 1.6467 -0.8257 0.00 0.00 0.02
H 0.7623 3.8523 4.9692 0.02 0.02 -0.02
H 2.0742 3.5594 3.8324 0.01 -0.06 0.06
H 1.7422 2.4146 5.1297 -0.02 -0.02 0.01
H -0.6677 1.1652 5.4591 -0.01 0.04 -0.02
H 0.1162 -0.0942 4.5010 0.04 0.00 0.04
H -1.5445 0.3703 4.1554 0.02 -0.02 0.02
H -2.0120 3.3522 4.1640 0.00 0.01 -0.01
H -2.2616 2.7899 2.5095 0.01 0.00 -0.01
H -1.3290 4.2578 2.8129 0.01 0.02 -0.02
H 1.3846 4.2636 2.1936 -0.04 0.02 -0.10
H 1.1987 6.2008 0.7278 0.00 0.00 0.00
H 0.1792 5.9805 -1.5273 0.00 0.00 0.00
H -0.7133 3.7488 -2.2305 0.00 -0.01 0.00
C -4.3621 -4.7470 -0.9460 0.00 0.00 0.01
C -5.2685 -3.5268 -0.8148 -0.01 0.00 -0.02
Sb -4.4120 -1.7386 -1.6714 -0.10 0.00 0.03
C -5.2892 -1.9434 -3.6339 0.01 -0.03 0.01
C -4.4199 -2.7633 -4.5838 0.01 0.00 0.01
C -5.9177 -0.4032 -0.8769 0.02 -0.03 0.03
C -7.3507 -0.7169 -1.2937 0.01 0.00 0.00
H -4.8116 -5.6328 -0.4926 0.00 0.00 -0.01
H -3.4019 -4.5781 -0.4528 0.02 0.01 0.01
H -4.1557 -4.9861 -1.9916 0.00 0.00 0.00
H -5.4593 -3.3062 0.2382 -0.01 -0.01 -0.02
H -6.2346 -3.7025 -1.2909 0.00 -0.01 0.00
H -5.4401 -0.9341 -4.0233 0.00 0.00 0.00
H -6.2749 -2.3964 -3.5183 0.00 0.01 -0.01
H -3.4283 -2.3191 -4.7025 0.00 0.00 0.00
H -4.8665 -2.8336 -5.5775 0.00 0.00 0.00
H -4.2803 -3.7839 -4.2196 0.01 0.00 0.00
H -5.6372 0.6098 -1.1701 0.00 0.00 0.00
H -5.8216 -0.4471 0.2118 0.03 0.01 -0.02
H -7.4835 -0.6333 -2.3725 0.00 0.00 0.00
H -8.0550 -0.0263 -0.8251 0.00 0.00 0.00
H -7.6422 -1.7275 -1.0026 0.00 0.00 0.00
O -1.3981 -0.5405 0.6845 0.26 0.31 -0.15
C -1.1522 -1.0830 1.7734 -0.11 0.00 -0.10
O 0.0548 -1.0532 2.2171 -0.03 -0.09 0.06
C -2.1929 -1.7929 2.5531 0.01 -0.02 -0.04
C -1.8543 -2.5875 3.6432 0.01 -0.01 0.02
C -2.8461 -3.2656 4.3332 -0.01 0.00 0.00
C -4.1723 -3.1438 3.9387 0.00 0.00 0.00
C -4.5117 -2.3446 2.8542 0.01 0.01 0.02
C -3.5217 -1.6716 2.1577 0.02 0.00 0.00
H -0.8181 -2.6692 3.9452 0.00 0.01 -0.01
H -2.5886 -3.8875 5.1801 0.00 0.00 0.00
H -4.9452 -3.6714 4.4823 0.00 0.00 0.00
H -5.5479 -2.2462 2.5565 0.00 0.01 0.01
H -3.7544 -1.0399 1.3103 -0.01 0.00 0.00
```
Positions in Å, forces in eV/Å.

Net charge: +1
Multiplicity: 2
DFT total energy in eV: -94444.48886
Expectation value of S²: 0.78
Frontier orbital gap (alpha / beta) in eV: 7.319 / 4.863

Results of the Mulliken charge analysis, in e, for atoms 1 through 8: Ir 1.935; C -1.584; C 3.245; C -1.768; P 1.536; C 1.758; C -1.533; C -1.895

- Among the records above, which one has the lowest multiplicity?
  C46H69ClN2O35S7

- multiplicity of number 1 (C46H69ClN2O35S7)?
  1